This record from the Open Molecules 2025 dataset describes 7 unconnected molecules or ions with the total composition C21H28O21. The level of theory is the ωB97M-V functional and the def2-TZVPD basis.

Atoms and positions in Å:
C  -0.545  4.148  -1.340
C  -1.895  3.498  -1.491
O  -1.823  2.739  -2.686
C  -0.641  2.914  -3.208
O  -0.272  2.534  -4.287
O  0.098  3.685  -2.483
H  -0.119  3.742  -0.422
H  -0.426  5.214  -1.147
H  -2.643  4.270  -1.674
H  -2.090  2.896  -0.604
C  -0.110  -0.816  1.126
C  -0.628  0.620  0.819
O  -0.555  0.677  -0.573
C  -0.349  -0.550  -1.048
O  -0.367  -0.866  -2.243
O  -0.185  -1.456  -0.116
H  -0.752  -1.379  1.802
H  0.951  -0.761  1.370
H  -0.082  1.411  1.333
H  -1.619  0.595  1.272
C  -1.192  -3.627  5.938
C  -2.689  -3.575  6.275
O  -3.132  -2.445  5.594
C  -2.209  -1.791  4.930
O  -2.407  -0.946  4.056
O  -1.080  -2.446  5.157
H  -0.848  -4.535  5.443
H  -0.650  -3.553  6.880
H  -2.904  -3.563  7.344
H  -3.203  -4.396  5.774
C  1.206  5.191  2.180
C  2.681  5.332  1.847
O  3.087  4.198  1.113
C  2.177  3.258  1.491
O  2.204  2.092  1.077
O  1.164  3.768  2.110
H  0.601  5.736  1.456
H  1.016  5.604  3.170
H  3.182  5.388  2.814
H  2.929  6.262  1.335
C  1.077  -1.653  -6.291
C  -0.058  -1.841  -5.398
O  -0.838  -0.649  -5.528
C  -0.456  0.057  -6.546
O  -0.902  1.171  -6.860
O  0.626  -0.601  -7.108
H  1.155  -2.595  -6.834
H  2.054  -1.505  -5.830
H  0.300  -1.867  -4.369
H  -0.691  -2.695  -5.639
C  3.693  1.662  -2.104
C  2.995  0.521  -2.796
O  3.563  -0.614  -2.084
C  4.604  -0.285  -1.304
O  5.321  -1.060  -0.647
O  4.744  1.064  -1.381
H  2.973  2.298  -1.589
H  4.202  2.194  -2.908
H  3.247  0.409  -3.851
H  1.918  0.659  -2.706
C  -3.536  -4.314  2.310
C  -2.443  -3.656  1.485
O  -1.278  -4.377  1.828
C  -1.517  -5.230  2.759
O  -0.654  -5.825  3.294
O  -2.836  -5.291  3.027
H  -4.160  -4.944  1.675
H  -4.174  -3.669  2.914
H  -2.282  -2.597  1.687
H  -2.524  -3.838  0.413

Computed properties:
⟨S²⟩: 0.76
E_HOMO (spin up / spin down) in hartree: -0.4596 / -0.4596
Spin multiplicity: 2
HOMO-LUMO gap (spin up / spin down) in hartree: 0.3708 / 0.1149
Energy relative to the best compared isomer or geometry (same formula, charge and spin) in kcal per mole: 0.00
Charge: +1

Atom charges from the Löwdin analysis, given in e for atoms 1 to 2: -0.10, -0.08



This record from the Open Molecules 2025 dataset describes 4 unconnected molecules or ions with the total composition C21H29BF24NO8P. The level of theory is the ωB97M-V functional and the def2-TZVPD basis.

Atoms and positions in Å:
C  1.717  0.044  -2.340
C  0.346  0.223  -1.416
N  -0.407  1.506  -1.678
C  -1.667  1.304  -2.489
C  -2.193  2.841  -2.888
O  -1.069  3.666  -3.395
C  -0.645  4.674  -2.411
B  -2.933  0.657  -1.598
C  -2.842  0.292  0.004
O  -4.207  0.374  -2.294
P  -1.431  0.388  -4.148
O  -0.421  1.210  -5.082
O  -0.866  -1.253  -4.014
O  -2.944  0.304  -5.072
H  2.187  -1.001  -2.104
H  1.467  0.216  -3.471
H  2.484  0.878  -1.975
H  -0.281  -0.759  -1.521
H  0.740  0.293  -0.291
H  -0.644  2.030  -0.806
H  -2.949  2.711  -3.780
H  -2.761  3.351  -1.990
H  -0.061  4.177  -1.497
H  0.098  5.493  -2.847
H  -1.554  5.293  -1.952
H  -3.485  -0.693  0.160
H  -3.352  1.117  0.698
H  -1.764  0.075  0.406
H  -4.387  1.066  -3.011
H  -1.576  -1.863  -3.654
H  -3.110  1.171  -5.547
F  -1.459  2.305  2.360
C  -2.039  3.403  2.896
F  -2.751  3.985  1.895
C  -1.015  4.381  3.464
F  -0.208  4.877  2.488
F  -1.692  5.461  3.967
C  -0.146  3.822  4.601
O  1.150  3.347  4.227
C  1.193  2.007  3.739
F  -0.001  1.410  3.970
F  2.093  1.357  4.525
C  1.631  1.923  2.271
F  0.797  2.618  1.456
F  1.618  0.636  1.828
H  -2.748  3.082  3.664
H  0.060  4.663  5.275
H  -0.684  3.098  5.224
H  2.638  2.321  2.140
F  -1.152  -2.209  8.553
C  -1.813  -3.388  8.570
F  -1.087  -4.220  9.364
C  -1.974  -3.983  7.175
F  -0.769  -4.288  6.623
F  -2.638  -5.177  7.296
C  -2.775  -3.118  6.190
O  -2.007  -2.312  5.292
C  -1.578  -1.055  5.813
F  -2.213  -0.818  6.985
F  -2.041  -0.118  4.942
C  -0.052  -0.948  5.926
F  0.462  -1.911  6.733
F  0.318  0.245  6.466
H  -2.783  -3.236  9.051
H  -3.314  -3.813  5.535
H  -3.566  -2.542  6.684
H  0.420  -1.043  4.947
F  5.269  -2.349  -7.137
C  4.583  -1.186  -7.072
F  5.501  -0.216  -6.819
C  3.511  -1.204  -5.988
F  4.058  -1.334  -4.749
F  2.884  0.015  -5.988
C  2.422  -2.273  -6.171
O  2.593  -3.480  -5.423
C  3.440  -4.457  -6.025
F  3.704  -4.093  -7.303
F  2.695  -5.592  -6.107
C  4.709  -4.729  -5.207
F  5.451  -3.604  -5.040
F  5.513  -5.631  -5.832
H  4.149  -0.982  -8.055
H  1.494  -1.841  -5.776
H  2.201  -2.471  -7.226
H  4.460  -5.117  -4.217

Computed properties:
E_HOMO in hartree: -0.3249
HOMO-LUMO gap in hartree: 0.3283
SMILES: CCN[C@](COC)(B(C)O)P(=O)(O)O.FC(F)C(F)(F)COC(F)(F)C(F)F.FC(F)C(F)(F)COC(F)(F)C(F)F.FC(F)C(F)(F)COC(F)(F)C(F)F
Charge: 0

Atom charges from the Löwdin analysis, given in e for atoms 1 to 2: -0.10, -0.26



This record from the Open Molecules 2025 dataset describes 6 unconnected molecules or ions with the total composition C21H29BFNO23S5. The level of theory is the ωB97M-V functional and the def2-TZVPD basis.

Atoms and positions in Å:
C  -4.829  3.347  2.110
C  -3.558  2.719  1.977
C  -3.405  1.217  1.950
C  -4.385  0.314  1.339
F  -5.538  0.791  0.771
C  -4.124  -1.123  1.324
B  -5.142  -2.185  0.631
C  -4.477  -3.113  -0.517
O  -6.499  -2.266  0.988
C  -2.909  -1.717  1.907
C  -1.934  -0.843  2.533
C  -2.229  0.591  2.527
C  -0.988  1.188  3.219
O  -0.802  2.394  3.223
N  -0.135  0.150  3.769
C  -0.584  -1.131  3.237
O  -0.069  -2.199  3.325
H  -5.198  3.544  3.153
H  -5.458  3.696  1.257
H  -2.624  3.322  1.851
H  -3.932  -2.387  -1.188
H  -3.678  -3.749  -0.045
H  -5.247  -3.717  -1.077
H  -7.046  -2.036  0.214
H  -2.719  -2.808  1.858
H  -0.282  0.201  4.786
O  3.900  3.778  -1.099
S  3.928  2.479  -0.513
O  5.054  1.621  -0.608
O  2.614  1.677  -1.006
C  1.841  1.274  0.126
C  2.126  2.311  1.193
O  3.517  2.615  1.042
H  2.181  0.282  0.436
H  0.784  1.229  -0.132
H  1.913  1.948  2.197
H  1.557  3.227  1.013
O  -0.706  4.683  -3.712
S  0.196  5.228  -4.667
O  -0.242  5.818  -5.884
O  1.310  4.109  -5.003
C  2.613  4.620  -4.706
C  2.399  5.622  -3.590
O  1.166  6.275  -3.914
H  3.002  5.104  -5.605
H  3.281  3.812  -4.412
H  3.209  6.345  -3.519
H  2.274  5.121  -2.628
O  -6.451  -7.157  -2.431
S  -6.957  -6.064  -1.680
O  -6.227  -5.457  -0.620
O  -8.426  -6.460  -1.139
C  -9.387  -5.513  -1.611
C  -8.826  -5.002  -2.925
O  -7.416  -4.905  -2.708
H  -9.465  -4.710  -0.874
H  -10.359  -5.987  -1.734
H  -9.239  -4.035  -3.205
H  -8.996  -5.717  -3.733
O  6.160  1.781  1.115
S  7.231  2.706  1.216
O  7.182  3.999  0.629
O  8.585  1.966  0.732
C  9.554  1.995  1.782
C  8.748  2.029  3.067
O  7.632  2.870  2.779
H  10.153  2.902  1.668
H  10.203  1.123  1.724
H  9.319  2.422  3.906
H  8.367  1.036  3.321
O  2.903  -3.312  -2.384
S  2.545  -2.953  -1.057
O  1.360  -2.231  -0.747
O  3.801  -2.195  -0.383
C  4.212  -2.893  0.794
C  3.836  -4.341  0.547
O  2.585  -4.283  -0.140
H  3.663  -2.480  1.644
H  5.281  -2.765  0.958
H  3.742  -4.910  1.470
H  4.560  -4.832  -0.109

Computed properties:
E_HOMO in hartree: -0.2737
HOMO-LUMO gap in hartree: 0.2194
SMILES: C=Cc1c(F)c(B(C)O)cc2c1C(=O)NC2=O.O=S1(=O)OCCO1.O=S1(=O)OCCO1.O=S1(=O)OCCO1.O=S1(=O)OCCO1.O=S1(=O)OCCO1
Charge: 0

Atom charges from the Löwdin analysis, given in e for atoms 1 to 2: 0.02, -0.10



What did the first record say?
This record from the Open Molecules 2025 dataset describes 7 unconnected molecules or ions with the total composition C21H28O21. The level of theory is the ωB97M-V functional and the def2-TZVPD basis.

Atoms and positions in Å:
C  -0.545  4.148  -1.340
C  -1.895  3.498  -1.491
O  -1.823  2.739  -2.686
C  -0.641  2.914  -3.208
O  -0.272  2.534  -4.287
O  0.098  3.685  -2.483
H  -0.119  3.742  -0.422
H  -0.426  5.214  -1.147
H  -2.643  4.270  -1.674
H  -2.090  2.896  -0.604
C  -0.110  -0.816  1.126
C  -0.628  0.620  0.819
O  -0.555  0.677  -0.573
C  -0.349  -0.550  -1.048
O  -0.367  -0.866  -2.243
O  -0.185  -1.456  -0.116
H  -0.752  -1.379  1.802
H  0.951  -0.761  1.370
H  -0.082  1.411  1.333
H  -1.619  0.595  1.272
C  -1.192  -3.627  5.938
C  -2.689  -3.575  6.275
O  -3.132  -2.445  5.594
C  -2.209  -1.791  4.930
O  -2.407  -0.946  4.056
O  -1.080  -2.446  5.157
H  -0.848  -4.535  5.443
H  -0.650  -3.553  6.880
H  -2.904  -3.563  7.344
H  -3.203  -4.396  5.774
C  1.206  5.191  2.180
C  2.681  5.332  1.847
O  3.087  4.198  1.113
C  2.177  3.258  1.491
O  2.204  2.092  1.077
O  1.164  3.768  2.110
H  0.601  5.736  1.456
H  1.016  5.604  3.170
H  3.182  5.388  2.814
H  2.929  6.262  1.335
C  1.077  -1.653  -6.291
C  -0.058  -1.841  -5.398
O  -0.838  -0.649  -5.528
C  -0.456  0.057  -6.546
O  -0.902  1.171  -6.860
O  0.626  -0.601  -7.108
H  1.155  -2.595  -6.834
H  2.054  -1.505  -5.830
H  0.300  -1.867  -4.369
H  -0.691  -2.695  -5.639
C  3.693  1.662  -2.104
C  2.995  0.521  -2.796
O  3.563  -0.614  -2.084
C  4.604  -0.285  -1.304
O  5.321  -1.060  -0.647
O  4.744  1.064  -1.381
H  2.973  2.298  -1.589
H  4.202  2.194  -2.908
H  3.247  0.409  -3.851
H  1.918  0.659  -2.706
C  -3.536  -4.314  2.310
C  -2.443  -3.656  1.485
O  -1.278  -4.377  1.828
C  -1.517  -5.230  2.759
O  -0.654  -5.825  3.294
O  -2.836  -5.291  3.027
H  -4.160  -4.944  1.675
H  -4.174  -3.669  2.914
H  -2.282  -2.597  1.687
H  -2.524  -3.838  0.413

Computed properties:
⟨S²⟩: 0.76
E_HOMO (spin up / spin down) in hartree: -0.4596 / -0.4596
Spin multiplicity: 2
HOMO-LUMO gap (spin up / spin down) in hartree: 0.3708 / 0.1149
Energy relative to the best compared isomer or geometry (same formula, charge and spin) in kcal per mole: 0.00
Charge: +1

Atom charges from the Löwdin analysis, given in e for atoms 1 to 2: -0.10, -0.08



Repeat the first record exactly.
This record from the Open Molecules 2025 dataset describes 7 unconnected molecules or ions with the total composition C21H28O21. The level of theory is the ωB97M-V functional and the def2-TZVPD basis.

Atoms and positions in Å:
C  -0.545  4.148  -1.340
C  -1.895  3.498  -1.491
O  -1.823  2.739  -2.686
C  -0.641  2.914  -3.208
O  -0.272  2.534  -4.287
O  0.098  3.685  -2.483
H  -0.119  3.742  -0.422
H  -0.426  5.214  -1.147
H  -2.643  4.270  -1.674
H  -2.090  2.896  -0.604
C  -0.110  -0.816  1.126
C  -0.628  0.620  0.819
O  -0.555  0.677  -0.573
C  -0.349  -0.550  -1.048
O  -0.367  -0.866  -2.243
O  -0.185  -1.456  -0.116
H  -0.752  -1.379  1.802
H  0.951  -0.761  1.370
H  -0.082  1.411  1.333
H  -1.619  0.595  1.272
C  -1.192  -3.627  5.938
C  -2.689  -3.575  6.275
O  -3.132  -2.445  5.594
C  -2.209  -1.791  4.930
O  -2.407  -0.946  4.056
O  -1.080  -2.446  5.157
H  -0.848  -4.535  5.443
H  -0.650  -3.553  6.880
H  -2.904  -3.563  7.344
H  -3.203  -4.396  5.774
C  1.206  5.191  2.180
C  2.681  5.332  1.847
O  3.087  4.198  1.113
C  2.177  3.258  1.491
O  2.204  2.092  1.077
O  1.164  3.768  2.110
H  0.601  5.736  1.456
H  1.016  5.604  3.170
H  3.182  5.388  2.814
H  2.929  6.262  1.335
C  1.077  -1.653  -6.291
C  -0.058  -1.841  -5.398
O  -0.838  -0.649  -5.528
C  -0.456  0.057  -6.546
O  -0.902  1.171  -6.860
O  0.626  -0.601  -7.108
H  1.155  -2.595  -6.834
H  2.054  -1.505  -5.830
H  0.300  -1.867  -4.369
H  -0.691  -2.695  -5.639
C  3.693  1.662  -2.104
C  2.995  0.521  -2.796
O  3.563  -0.614  -2.084
C  4.604  -0.285  -1.304
O  5.321  -1.060  -0.647
O  4.744  1.064  -1.381
H  2.973  2.298  -1.589
H  4.202  2.194  -2.908
H  3.247  0.409  -3.851
H  1.918  0.659  -2.706
C  -3.536  -4.314  2.310
C  -2.443  -3.656  1.485
O  -1.278  -4.377  1.828
C  -1.517  -5.230  2.759
O  -0.654  -5.825  3.294
O  -2.836  -5.291  3.027
H  -4.160  -4.944  1.675
H  -4.174  -3.669  2.914
H  -2.282  -2.597  1.687
H  -2.524  -3.838  0.413

Computed properties:
⟨S²⟩: 0.76
E_HOMO (spin up / spin down) in hartree: -0.4596 / -0.4596
Spin multiplicity: 2
HOMO-LUMO gap (spin up / spin down) in hartree: 0.3708 / 0.1149
Energy relative to the best compared isomer or geometry (same formula, charge and spin) in kcal per mole: 0.00
Charge: +1

Atom charges from the Löwdin analysis, given in e for atoms 1 to 2: -0.10, -0.08



Q: Which of these has the highest charge?
A: C21H28O21